Entry 1:
Entry from the Open Molecules 2025 dataset: C3H4FIO as an isolated structure in a non-equilibrium geometry (the ωB97M-V functional and the def2-TZVPD basis).

The calculation puts the HOMO energy at -9.81 eV. As for the relative energy (zero: lowest compared OMol25 entry of this formula, charge and spin): 38.2 kcal/mol. The largest force on an atom comes out at 0.0901 hartree/bohr. The orbital gap comes out at 9.751 eV. The value obtained for the molar mass is 202.0 g/mol. As for the charge: 0.

Geometry (Å):
C 1.18690 0.27750 -1.75499
C -0.14056 0.15529 0.84292
C 1.42591 0.28477 -0.28690
O 1.69165 1.11998 -2.43940
F 1.94193 1.46844 0.06714
I 2.64777 -1.38415 0.14922
H 0.61196 -0.73111 -2.06988
H -0.69412 -0.73027 0.56604
H -0.65109 1.12206 0.70125
H 0.41156 0.21795 1.86951

Entry 2:
Entry from the Open Molecules 2025 dataset: one molecule with the formula C3H4FN in a non-equilibrium geometry (the ωB97M-V functional and the def2-TZVPD basis).

The calculation puts the HOMO energy at -12.15 eV. As for the relative energy (zero: lowest compared OMol25 entry of this formula, charge and spin): 21.1 kcal/mol. Its SMILES is C[C@@H](F)C#N. The largest force on an atom comes out at 0.1072 hartree/bohr. The orbital gap comes out at 12.934 eV. The value obtained for the molar mass is 73.1 g/mol. As for the charge: 0.

Geometry (Å):
C -1.62503 -0.32147 0.24193
C 0.92592 -0.22766 -0.28204
C -0.11759 0.53213 0.48040
N -2.53454 -0.92330 -0.12314
F -0.32933 1.68945 -0.13299
H 0.79146 -0.28697 -1.36129
H 0.88319 -1.20673 -0.01471
H 1.87315 0.19381 -0.29259
H 0.13277 0.55074 1.48443

Entry 3:
Entry from the Open Molecules 2025 dataset: one molecule with the formula C3H4FNO in a non-equilibrium geometry (the ωB97M-V functional and the def2-TZVPD basis).

The calculation puts the HOMO energy (spin up / spin down) at -9.33 / -8.45 eV. As for the relative energy (zero: lowest compared OMol25 entry of this formula, charge and spin): 151.3 kcal/mol. The largest force on an atom comes out at 0.0980 hartree/bohr. The orbital gap (spin up / spin down) comes out at 8.628 / 8.377 eV. The value obtained for the molar mass is 89.1 g/mol. As for the charge: 0.

Geometry (Å):
C -1.70925 -0.00177 -0.24133
C 0.91247 0.70055 0.07825
C 0.36508 -0.80619 -0.00661
N -0.15573 1.59157 0.11211
O -0.95670 -0.96199 0.34675
F -2.98379 -0.17037 0.04007
H 1.41817 1.03279 1.03917
H 1.48521 1.02660 -0.78852
H 0.50519 -1.06667 -1.18658
H 1.11936 -1.34452 0.60667

Entry 4:
Entry from the Open Molecules 2025 dataset: one molecule with the formula C3H4FNO in a non-equilibrium geometry (the ωB97M-V functional and the def2-TZVPD basis).

The calculation puts the HOMO energy (spin up / spin down) at -9.32 / -9.50 eV. As for the relative energy (zero: lowest compared OMol25 entry of this formula, charge and spin): 135.6 kcal/mol. The largest force on an atom comes out at 0.0927 hartree/bohr. The orbital gap (spin up / spin down) comes out at 7.767 / 9.416 eV. The value obtained for the molar mass is 89.1 g/mol. As for the charge: 0.

Geometry (Å):
C 0.88751 -0.03366 -0.17327
C 0.65498 -1.40546 0.06341
C -0.23469 0.83856 -0.18495
N -1.47484 0.33452 -0.43413
O -0.39161 -2.02308 -0.11086
F -2.42728 0.87712 0.28581
H 1.85038 0.49419 -0.02546
H 1.39983 -1.97854 0.63289
H -0.27354 1.36953 0.83453
H 0.00924 1.52682 -0.88797

Entry 5:
Entry from the Open Molecules 2025 dataset: C3H4FNO as an isolated structure in a non-equilibrium geometry (the ωB97M-V functional and the def2-TZVPD basis).

The calculation puts the HOMO energy at -9.89 eV. As for the relative energy (zero: lowest compared OMol25 entry of this formula, charge and spin): 64.7 kcal/mol. The largest force on an atom comes out at 0.1875 hartree/bohr. The orbital gap comes out at 10.674 eV. The value obtained for the molar mass is 89.1 g/mol. As for the charge: 0.

Geometry (Å):
C -0.39232 -0.68008 -0.80003
C -1.30763 -0.91178 0.07215
C -0.17646 0.61951 0.01374
N 0.63178 1.48617 0.39571
O -1.41562 0.28146 0.76385
F 2.23873 -0.28957 -0.10352
H 0.06247 -1.24138 -1.64444
H -1.98783 -1.73673 0.28556
H 2.09441 0.52102 -0.15788
H 0.25247 1.95138 1.17485

Entry 6:
Entry from the Open Molecules 2025 dataset: one molecule with the formula C3H4FNO in a non-equilibrium geometry (the ωB97M-V functional and the def2-TZVPD basis).

The calculation puts the HOMO energy (spin up / spin down) at -7.25 / -10.96 eV. As for the relative energy (zero: lowest compared OMol25 entry of this formula, charge and spin): 23.0 kcal/mol. Its expectation value of S² is 2.02. The spin multiplicity is 3. The largest force on an atom comes out at 0.1188 hartree/bohr. The orbital gap (spin up / spin down) comes out at 8.138 / 7.921 eV. The value obtained for the molar mass is 89.1 g/mol. As for the charge: 0.

Geometry (Å):
C 0.84322 0.65627 -0.02091
C -0.68737 0.71391 -0.09221
C -0.90475 -0.80633 0.07098
N 1.07602 -0.60538 -0.27037
O 1.64223 1.53784 0.10934
F 2.34780 -1.11785 -0.02887
H -1.00392 1.33017 0.79179
H -1.03878 1.05026 -1.03012
H -0.84159 -1.36528 1.06424
H -1.43287 -1.39361 -0.59387

Entry 7:
Entry from the Open Molecules 2025 dataset: one molecule with the formula C3H4FNO2 in a non-equilibrium geometry (the ωB97M-V functional and the def2-TZVPD basis).

The calculation puts the HOMO energy at -10.24 eV. As for the relative energy (zero: lowest compared OMol25 entry of this formula, charge and spin): 34.5 kcal/mol. Its SMILES is CN(C=O)C(=O)F. The largest force on an atom comes out at 0.0983 hartree/bohr. The orbital gap comes out at 10.755 eV. The value obtained for the molar mass is 105.1 g/mol. As for the charge: 0.

Geometry (Å):
C 0.37396 1.40608 -0.29751
C -1.69444 -0.45580 -0.09121
C 1.02166 -0.86844 0.27848
N -0.01001 0.08947 -0.12993
O 1.52656 1.69132 -0.37557
O -2.06113 -1.53131 -0.33969
F -2.42464 0.62101 0.15133
H -0.54246 2.16505 -0.27544
H 1.83939 -0.13595 0.42205
H 0.76554 -1.29567 1.17691
H 1.20559 -1.68577 -0.51943

Entry 8:
Entry from the Open Molecules 2025 dataset: one molecule with the formula C3H4FNO2 in a non-equilibrium geometry (the ωB97M-V functional and the def2-TZVPD basis).

The calculation puts the HOMO energy at -9.66 eV. As for the relative energy (zero: lowest compared OMol25 entry of this formula, charge and spin): 110.1 kcal/mol. Its SMILES is O=CN(O)/C=C\F. The largest force on an atom comes out at 0.1210 hartree/bohr. The orbital gap comes out at 9.867 eV. The value obtained for the molar mass is 105.1 g/mol. As for the charge: 0.

Geometry (Å):
C 0.48538 1.48902 -0.17330
C -0.25607 -0.76681 0.69359
C -1.44165 -0.66566 0.20818
H 1.67731 -1.35420 -1.12742
H 1.46435 1.71431 -0.53021
H 0.30255 -1.47315 1.43321
H -2.40380 -1.03140 0.68855
N 0.52726 0.13642 -0.11247
O 1.81987 -0.45200 -0.43049
O -0.39668 2.26180 0.33380
F -1.77853 0.14165 -0.98345